{
  "formula": "C37H26AsBrCl5N2SSn",
  "method": "ωB97M-V/def2-TZVPD",
  "e_lumo_ev": [-10.66, -9.95],
  "multiplicity": 1,
  "e_homo_ev": [-15.8, -16.3],
  "total_energy_ha": -9257.33340,
  "orbital_gap_ha": [0.189, 0.232],
  "de_lowest_kcal_mol": 25.95,
  "fmax_ha_per_bohr": 0.007,
  "charge": 3,
  "elements": ["Sn", "Cl", "C", "C", "C", "Cl", "C", "Cl", "C", "Cl", "C", "Cl", "C", "C", "C", "C", "C", "Br", "N", "C", "H", "H", "H", "H", "H", "H", "C", "C", "C", "C", "C", "C", "As", "C", "C", "C", "C", "C", "C", "C", "C", "C", "C", "C", "C", "H", "H", "H", "H", "H", "H", "H", "H", "H", "H", "H", "H", "H", "H", "H", "S", "C", "N", "C", "C", "C", "C", "C", "C", "H", "H", "H", "H", "H"],
  "xyz": [[1.05348, -0.62296, 0.82046], [4.31442, -1.86470, 1.55260], [4.19153, -0.25987, 0.90903], [2.94934, 0.28248, 0.62409], [2.86038, 1.59641, 0.17231], [1.27227, 2.27976, -0.08316], [3.99260, 2.37107, -0.03593], [3.85943, 3.97533, -0.59564], [5.24813, 1.80251, 0.22464], [6.65146, 2.71786, -0.03426], [5.35114, 0.48942, 0.70659], [6.87876, -0.18452, 1.04368], [3.30454, -5.28255, -1.47613], [2.08932, -4.62386, -0.88995], [0.88068, -5.29241, -0.70800], [-0.23454, -4.63552, -0.20087], [-0.09702, -3.31171, 0.14077], [-1.57463, -2.28945, 0.73490], [1.07191, -2.65430, 0.02694], [2.13277, -3.29345, -0.50667], [3.09241, -6.30958, -1.76251], [4.12578, -5.29195, -0.75892], [3.64421, -4.74556, -2.36194], [0.79879, -6.33608, -0.98610], [-1.18649, -5.13545, -0.09592], [3.03688, -2.70847, -0.62498], [-5.81901, 5.63590, 0.19929], [-5.87430, 4.66631, 1.19457], [-5.04366, 3.56324, 1.13202], [-4.17486, 3.42485, 0.03992], [-4.09723, 4.41647, -0.94904], [-4.93137, 5.51252, -0.86753], [-3.12265, 1.86419, -0.06176], [-3.88274, 0.54122, 1.09107], [-5.08996, -0.08613, 0.78296], [-5.63126, -0.99803, 1.67794], [-4.98199, -1.27205, 2.87601], [-3.78982, -0.63389, 3.19112], [-3.23456, 0.27393, 2.29903], [-2.85991, 1.21831, -1.83030], [-3.31344, -0.05235, -2.18763], [-3.17390, -0.47403, -3.50104], [-2.56579, 0.35142, -4.43807], [-2.07363, 1.59723, -4.06729], [-2.21029, 2.03403, -2.76062], [-6.46683, 6.50025, 0.25764], [-6.56815, 4.77162, 2.01706], [-5.08017, 2.81497, 1.91293], [-3.41341, 4.32820, -1.78060], [-4.89859, 6.27286, -1.63547], [-5.62266, 0.14917, -0.13035], [-6.57108, -1.48105, 1.44720], [-5.42032, -1.97245, 3.57432], [-3.30474, -0.82458, 4.13965], [-2.31402, 0.78661, 2.55645], [-3.78549, -0.70184, -1.46244], [-3.55534, -1.44182, -3.79743], [-2.46984, 0.02066, -5.46354], [-1.58814, 2.22923, -4.79823], [-1.80977, 2.99874, -2.47646], [1.31627, -2.63478, 5.00670], [1.41408, -2.46582, 3.33578], [1.11049, -1.27651, 2.86429], [0.76592, -0.38738, 3.89159], [0.43180, 0.96070, 3.75099], [0.14269, 1.67561, 4.89240], [0.18546, 1.07021, 6.15952], [0.52912, -0.25477, 6.30783], [0.82374, -0.97926, 5.15134], [1.71448, -3.28726, 2.70227], [0.42535, 1.45361, 2.78235], [-0.10662, 2.72515, 4.81796], [-0.04061, 1.66090, 7.03630], [0.57765, -0.71308, 7.28606]],
  "forces_ev_per_angstrom": [[0.077, -0.087, 0.119], [-0.072, 0.110, 0.000], [0.139, 0.053, 0.013], [0.027, 0.278, -0.208], [0.042, -0.019, 0.036], [0.156, -0.042, -0.052], [-0.059, 0.027, -0.012], [0.009, -0.003, 0.012], [-0.006, -0.028, -0.001], [0.014, 0.011, 0.002], [-0.001, -0.057, 0.028], [-0.003, 0.010, 0.003], [-0.036, -0.002, 0.000], [0.054, -0.019, -0.052], [0.002, -0.027, -0.002], [0.043, 0.046, -0.038], [-0.008, 0.047, -0.087], [0.016, -0.110, 0.100], [-0.197, -0.274, -0.089], [0.019, 0.108, -0.009], [0.001, -0.003, 0.001], [-0.001, 0.001, 0.010], [-0.001, 0.001, -0.004], [-0.003, -0.004, -0.003], [-0.001, -0.003, 0.015], [-0.058, -0.032, 0.034], [0.013, 0.018, -0.007], [0.004, -0.030, 0.012], [0.066, 0.063, 0.028], [-0.067, 0.045, -0.080], [-0.025, -0.009, 0.043], [-0.008, 0.003, 0.000], [-0.092, 0.091, 0.069], [0.049, -0.091, 0.127], [-0.019, 0.038, -0.003], [0.025, 0.011, 0.007], [-0.023, -0.014, -0.002], [0.002, 0.021, -0.026], [-0.029, -0.028, -0.087], [0.070, 0.006, -0.032], [0.055, -0.021, -0.019], [-0.014, 0.012, 0.023], [0.016, -0.008, -0.023], [-0.002, 0.009, 0.014], [-0.011, -0.042, -0.028], [-0.010, -0.004, -0.005], [0.008, 0.005, 0.007], [-0.017, -0.031, -0.016], [-0.019, -0.025, -0.027], [0.007, 0.005, 0.003], [0.009, -0.006, -0.009], [-0.004, -0.001, -0.003], [-0.002, 0.001, 0.004], [0.008, -0.010, -0.001], [-0.001, 0.017, 0.005], [-0.030, 0.020, 0.002], [0.004, -0.006, 0.001], [-0.001, 0.001, -0.001], [0.001, 0.003, -0.003], [-0.005, 0.009, 0.006], [0.008, -0.018, 0.032], [-0.049, 0.011, -0.029], [-0.134, 0.014, 0.270], [0.091, -0.027, -0.082], [-0.009, 0.017, -0.020], [0.004, -0.030, 0.045], [0.001, 0.033, -0.029], [0.005, -0.023, -0.011], [-0.021, 0.013, 0.059], [0.007, -0.017, -0.025], [-0.009, -0.013, -0.003], [-0.001, 0.006, -0.003], [-0.003, 0.006, 0.003], [0.002, -0.006, 0.001]],
  "lowdin_charge": [1.2863, 0.7558, -0.6755, -0.3842, -0.6991, 0.6691, -0.6954, 0.7733, -0.6762, 0.8036, -0.6904, 0.7789, -0.0034, -0.2026, 0.0561, -0.0423, -0.7040, 0.8976, -0.1413, -0.0716, 0.0968, 0.1020, 0.1045, 0.1460, 0.1293, 0.1037, -0.0137, -0.0378, -0.0839, -0.3718, -0.0807, -0.0360, 1.4964, -0.4315, -0.0966, -0.0381, -0.0418, -0.0794, -0.1673, -0.3827, -0.1058, -0.0492, -0.0339, -0.0448, -0.1128, 0.1280, 0.1244, 0.1055, 0.0924, 0.1254, 0.1211, 0.1251, 0.1233, 0.1149, 0.0823, 0.0829, 0.1200, 0.1242, 0.1232, 0.0988, 1.2160, -0.4525, -0.1466, -0.3066, -0.0405, -0.0321, -0.0275, -0.0361, -0.4234, 0.0889, 0.0786, 0.1249, 0.1288, 0.1314]
}